Record 1
{"formula": "C19H35IrN10O3STe", "method": "wB97M-V/def2-TZVPD", "homo_ev": [-9.25, -9.31], "e_above_lowest_kj_mol": 400.07, "total_charge": 1, "total_energy_ev": -62272.44823, "spin_multiplicity": 2, "homo_lumo_gap_ev": [5.2, 5.2], "symbols": ["Ir", "N", "C", "O", "C", "C", "N", "C", "N", "H", "H", "Te", "N", "C", "C", "N", "C", "C", "H", "H", "H", "H", "H", "H", "H", "H", "H", "H", "H", "C", "N", "C", "C", "O", "N", "C", "N", "H", "H", "H", "H", "H", "H", "H", "C", "C", "O", "H", "H", "H", "C", "N", "C", "C", "S", "N", "C", "C", "H", "H", "H", "H", "H", "H", "H", "H", "H", "H", "H", "H"], "xyz": [[0.020, 0.269, 0.817], [-2.006, 3.571, 2.940], [-1.695, 2.738, 1.917], [-1.272, 1.567, 2.209], [-1.888, 3.205, 0.601], [-0.160, 3.462, -1.610], [0.456, 4.372, -1.954], [-2.279, 4.513, 0.326], [-2.640, 5.591, 0.103], [-1.825, 3.280, 3.882], [-2.286, 4.520, 2.760], [-1.396, 1.921, -0.967], [-3.716, -2.596, -0.122], [-4.261, -1.916, -1.308], [-3.529, -0.593, -1.490], [-3.607, 0.285, -0.325], [-3.243, -0.418, 0.904], [-3.919, -1.771, 1.090], [-2.257, -2.636, -0.173], [-4.193, -3.483, 0.008], [-5.339, -1.738, -1.216], [-4.090, -2.551, -2.180], [-3.922, -0.063, -2.358], [-2.470, -0.807, -1.667], [-4.546, 0.663, -0.249], [-3.451, 0.230, 1.754], [-2.156, -0.573, 0.874], [-4.985, -1.631, 1.305], [-3.455, -2.279, 1.937], [-0.203, -4.076, -2.968], [-0.552, -2.726, -2.521], [-0.029, -1.610, -3.317], [0.127, -0.528, -2.272], [0.356, 0.646, -2.462], [-0.101, -1.094, -1.044], [-0.377, -2.362, -1.199], [-1.177, -2.948, -0.165], [-0.412, -4.150, -4.032], [-0.809, -4.819, -2.450], [0.855, -4.297, -2.806], [-0.718, -1.316, -4.110], [0.939, -1.846, -3.769], [-0.825, -2.558, 0.831], [-1.115, -3.966, -0.181], [0.200, -1.015, 3.673], [-0.082, -1.302, 2.227], [-0.668, -2.367, 1.943], [-0.296, -1.738, 4.322], [-0.131, -0.001, 3.900], [1.278, -1.059, 3.837], [3.430, 2.762, -1.765], [4.100, 2.136, -0.633], [5.467, 2.598, -0.423], [3.392, 1.563, 0.359], [1.769, 2.027, 0.636], [4.019, 0.674, 1.152], [5.128, -0.135, 0.667], [3.391, 0.207, 2.376], [4.134, 2.796, -2.597], [3.101, 3.778, -1.543], [2.560, 2.181, -2.056], [5.475, 3.689, -0.473], [6.134, 2.211, -1.194], [5.831, 2.303, 0.557], [5.273, 0.031, -0.397], [4.894, -1.189, 0.823], [6.056, 0.095, 1.194], [3.005, 1.052, 2.942], [4.138, -0.314, 2.973], [2.554, -0.463, 2.155]], "forces_ev_per_a": [[-2.5, -0.7, -0.5], [0.0, -0.2, 0.2], [0.0, 0.8, -1.0], [1.1, -1.1, 0.3], [0.0, -1.0, 0.4], [0.5, -0.2, -0.3], [0.0, 0.0, -0.1], [-0.5, 0.4, -0.1], [0.1, -0.1, 0.1], [0.1, 0.0, 0.0], [0.0, 0.0, 0.0], [-0.1, 1.4, 1.2], [-0.6, 0.5, 0.3], [0.1, 0.1, -0.3], [-0.2, 0.0, 0.1], [-0.2, -0.5, 0.1], [-0.3, -0.1, -0.1], [-0.1, 0.3, 0.2], [-0.7, -0.6, -0.6], [0.2, -0.1, 0.0], [0.0, -0.1, 0.1], [-0.1, 0.0, 0.0], [0.1, 0.0, 0.0], [0.0, 0.1, -0.1], [0.1, 0.2, 0.0], [0.1, 0.0, 0.0], [-0.1, 0.1, 0.1], [0.0, -0.1, -0.1], [-0.1, 0.0, 0.0], [-0.2, -0.2, 0.0], [1.3, -0.4, 0.4], [0.1, -0.2, 0.1], [0.8, 1.0, -1.3], [0.3, -1.2, -0.5], [1.4, 0.2, 2.4], [-3.9, 1.0, -0.6], [2.4, -1.6, -3.9], [-0.1, 0.0, 0.0], [0.0, 0.0, 0.0], [0.0, 0.0, 0.0], [0.0, 0.0, 0.1], [0.0, 0.0, 0.0], [0.2, 0.0, 1.0], [-0.3, 0.1, 0.1], [-0.2, -0.3, -0.2], [0.9, 2.6, -0.3], [0.6, 0.1, 2.8], [0.0, 0.0, 0.0], [0.0, 0.0, -0.1], [0.0, 0.0, 0.0], [-0.1, 0.1, -0.1], [-0.1, 0.0, 0.0], [0.1, 0.0, 0.0], [-0.2, -0.2, 0.3], [0.0, -0.3, 0.0], [-0.1, -0.1, -0.1], [0.1, -0.1, -0.1], [0.0, 0.0, 0.1], [0.0, 0.0, 0.0], [0.0, 0.0, 0.0], [0.0, 0.0, 0.0], [0.0, 0.0, 0.0], [0.0, 0.0, 0.0], [0.0, 0.0, 0.0], [0.0, 0.0, 0.0], [0.0, 0.0, 0.0], [0.0, 0.0, 0.0], [0.0, 0.0, 0.0], [0.0, 0.0, 0.0], [0.1, 0.0, 0.0]], "nbo_charge": [0.593, -0.809, 0.627, -0.784, -0.716, -0.060, -0.347, 0.232, -0.356, 0.403, 0.418, 0.842, -0.612, -0.246, -0.242, -0.630, -0.238, -0.260, 0.451, 0.399, 0.203, 0.213, 0.237, 0.171, 0.384, 0.254, 0.166, 0.203, 0.225, -0.422, -0.383, -0.343, 0.673, -0.532, -0.593, 0.669, -0.837, 0.236, 0.216, 0.208, 0.264, 0.248, 0.438, 0.409, -0.745, 0.373, -0.659, 0.225, 0.269, 0.246, -0.416, -0.425, -0.411, 0.360, -0.149, -0.410, -0.413, -0.417, 0.206, 0.229, 0.233, 0.218, 0.207, 0.216, 0.222, 0.207, 0.211, 0.235, 0.210, 0.205]}



Record 2
{"formula": "C12H18InO9", "method": "wB97M-V/def2-TZVPD", "homo_ev": [-16.30, -16.29], "total_charge": 2, "total_energy_ev": -36316.72768, "spin_multiplicity": 2, "homo_lumo_gap_ev": [10.2, 4.3], "symbols": ["In", "C", "C", "C", "O", "C", "O", "O", "H", "H", "H", "H", "H", "H", "C", "C", "C", "O", "C", "O", "O", "H", "H", "H", "H", "H", "H", "C", "C", "C", "O", "C", "O", "O", "H", "H", "H", "H", "H", "H"], "xyz": [[-1.851, 2.129, 3.632], [-0.313, 1.825, -3.477], [0.631, 1.903, -2.289], [1.466, 3.089, -1.705], [1.154, 3.095, -0.317], [0.138, 2.274, -0.096], [-0.580, 2.158, 0.938], [-0.104, 1.481, -1.123], [-1.089, 2.574, -3.320], [-0.855, 0.893, -3.312], [0.274, 1.600, -4.368], [1.162, 0.963, -2.434], [1.059, 4.052, -2.016], [2.472, 3.089, -2.124], [-2.977, -3.768, -0.614], [-3.597, -2.278, -0.693], [-4.824, -1.923, 0.093], [-4.418, -0.770, 0.687], [-3.099, -0.591, 0.684], [-2.410, 0.222, 1.398], [-2.654, -1.419, -0.153], [-3.650, -4.607, -0.793], [-2.278, -4.073, 0.164], [-2.326, -3.666, -1.482], [-3.777, -2.062, -1.746], [-5.092, -2.668, 0.842], [-5.581, -1.850, -0.688], [4.459, 0.625, 0.823], [3.324, -0.346, 1.400], [3.554, -1.087, 2.701], [2.490, -0.705, 3.433], [1.628, 0.150, 2.712], [0.480, 0.582, 3.023], [2.186, 0.486, 1.611], [4.076, 1.207, -0.015], [5.355, 0.078, 0.531], [4.752, 1.315, 1.614], [2.862, -0.931, 0.605], [4.474, -0.872, 3.245], [3.477, -2.172, 2.630]], "forces_ev_per_a": [[0.3, -0.4, 0.0], [-0.2, 0.1, 1.5], [0.9, -1.9, -0.2], [-1.9, 0.6, -3.1], [-0.6, -0.9, 2.3], [0.7, -1.1, -2.1], [0.8, 0.4, -0.5], [-1.5, 1.0, 2.6], [0.2, 0.5, -1.4], [0.1, -0.2, 0.1], [-0.4, 1.1, -0.4], [1.3, 0.5, 0.0], [-0.1, 0.0, -0.4], [0.5, -0.4, 1.4], [0.2, 1.5, -1.5], [-0.1, -4.0, -0.2], [-0.3, -2.8, -1.3], [-0.5, 4.5, 3.2], [-0.8, 1.2, 1.4], [-2.0, -1.4, -1.8], [4.9, 0.1, -1.1], [-0.4, 0.5, -0.1], [-0.5, 0.8, 0.7], [0.1, -0.8, -0.2], [0.5, 0.2, 0.0], [-0.1, 0.1, 0.0], [-0.7, 0.8, 0.8], [-0.9, -1.2, 1.1], [2.0, 1.2, -3.2], [1.7, -1.1, -1.1], [-5.5, 2.7, 1.6], [-2.3, 0.0, 2.9], [3.5, -1.6, 0.0], [-0.1, 1.1, -0.2], [0.0, -0.2, 0.0], [-0.2, -0.1, -0.1], [-0.1, 0.0, 0.1], [1.1, -0.9, -0.1], [0.1, 0.4, -0.3], [0.4, -0.1, -0.5]], "nbo_charge": [0.984, -0.633, 0.067, -0.115, -0.406, 0.992, -0.238, -0.419, 0.236, 0.239, 0.267, 0.210, 0.221, 0.259, -0.643, 0.079, -0.109, -0.441, 1.019, -0.545, -0.431, 0.250, 0.242, 0.223, 0.204, 0.213, 0.229, -0.619, 0.066, -0.102, -0.457, 1.016, -0.695, -0.476, 0.212, 0.245, 0.228, 0.198, 0.215, 0.213]}



Record 3
{"formula": "C3H6N4", "method": "wB97M-V/def2-TZVPD", "homo_ev": [-7.52, -7.52], "e_above_lowest_kj_mol": 455.65, "total_energy_ev": -9164.13358, "homo_lumo_gap_ev": [8.2, 8.2], "symbols": ["C", "C", "C", "N", "N", "N", "N", "H", "H", "H", "H", "H", "H"], "xyz": [[1.551, -0.336, -0.264], [-0.516, -1.041, 0.897], [0.874, -1.351, 0.317], [0.821, 0.772, -0.749], [-1.225, -0.042, 0.188], [-0.486, 0.707, -0.469], [-1.030, 1.842, -0.888], [2.563, -0.423, -0.532], [-1.171, -1.826, 1.225], [-0.184, -0.576, 1.907], [1.370, -2.130, 0.861], [-0.489, 2.540, -1.505], [-2.078, 1.863, -0.988]], "forces_ev_per_a": [[-3.4, -1.1, -0.2], [2.7, 0.8, 2.3], [-0.2, 0.6, 0.8], [0.4, -0.7, 0.6], [-1.0, -0.5, -0.5], [2.8, 1.5, -0.6], [-2.7, 3.7, -2.2], [1.1, 0.3, -0.3], [-0.2, -0.7, -0.6], [-0.9, -0.4, -0.8], [0.4, -0.6, -0.4], [-0.8, -2.5, 1.5], [1.9, -0.5, 0.4]], "nbo_charge": [-0.029, -0.281, -0.291, -0.430, -0.266, 0.299, -0.612, 0.207, 0.216, 0.161, 0.207, 0.423, 0.397]}



Record 4
{"formula": "C20H29B3NO8P", "method": "wB97M-V/def2-TZVPD", "homo_ev": -8.50, "smiles": "COCCCCCCCB1OBOB([PH2]=N)O1.O=C1C=CC(=O)C=C1.O=C1C=CC(=O)C=C1", "total_energy_ev": -50401.40033, "homo_lumo_gap_ev": 6.9, "symbols": ["C", "O", "C", "C", "C", "C", "C", "C", "C", "B", "O", "B", "O", "B", "P", "N", "O", "H", "H", "H", "H", "H", "H", "H", "H", "H", "H", "H", "H", "H", "H", "H", "H", "H", "H", "H", "H", "H", "O", "C", "C", "C", "C", "O", "C", "C", "H", "H", "H", "H", "O", "C", "C", "C", "C", "O", "C", "C", "H", "H", "H", "H"], "xyz": [[-0.553, -4.035, 0.076], [-0.412, -2.744, 0.636], [0.751, -2.055, 0.213], [0.616, -1.491, -1.194], [-0.526, -0.473, -1.300], [-0.071, 0.980, -1.092], [-1.045, 1.860, -0.293], [-2.536, 1.643, -0.618], [-3.416, 1.296, 0.617], [-4.253, 0.014, 0.350], [-4.095, -1.150, 1.080], [-4.478, -2.339, 0.515], [-5.627, -2.323, -0.259], [-5.819, -1.195, -1.019], [-6.871, -1.326, -2.641], [-5.978, -1.954, -3.771], [-5.174, -0.030, -0.705], [-1.486, -4.098, -0.489], [0.274, -4.280, -0.594], [-0.578, -4.778, 0.877], [1.629, -2.706, 0.273], [0.883, -1.238, 0.929], [0.454, -2.316, -1.892], [1.568, -1.030, -1.473], [-1.007, -0.576, -2.276], [-1.289, -0.741, -0.561], [0.150, 1.452, -2.053], [0.883, 0.964, -0.554], [-0.789, 2.904, -0.487], [-0.869, 1.696, 0.774], [-2.628, 0.863, -1.375], [-2.940, 2.543, -1.083], [-2.798, 1.141, 1.503], [-4.084, 2.133, 0.844], [-3.824, -3.322, 0.621], [-7.444, -0.050, -2.844], [-8.025, -2.058, -2.271], [-5.938, -1.427, -4.631], [1.691, 4.290, -0.597], [1.426, 4.924, 0.401], [1.485, 6.408, 0.412], [1.195, 7.101, 1.510], [0.799, 6.421, 2.770], [0.534, 7.053, 3.769], [0.739, 4.936, 2.759], [1.029, 4.244, 1.661], [1.776, 6.876, -0.519], [1.230, 8.182, 1.547], [0.446, 4.467, 3.689], [0.991, 3.163, 1.622], [3.754, -3.646, -0.372], [4.860, -3.421, 0.070], [6.005, -4.320, -0.221], [7.217, -4.071, 0.266], [7.476, -2.883, 1.120], [8.580, -2.656, 1.562], [6.329, -1.984, 1.411], [5.117, -2.233, 0.924], [5.786, -5.176, -0.846], [8.070, -4.708, 0.071], [6.547, -1.127, 2.036], [4.263, -1.597, 1.119]], "forces_ev_per_a": [[0.0, 0.0, 0.0], [0.0, 0.0, 0.1], [0.1, 0.1, 0.0], [-0.1, 0.0, 0.0], [0.0, 0.0, -0.1], [0.1, -0.1, 0.2], [0.0, 0.1, -0.2], [0.0, 0.2, 0.0], [-0.1, 0.0, 0.1], [-0.4, -0.1, 0.1], [0.7, 0.0, -0.2], [-0.3, 0.1, 0.2], [0.3, -0.2, -0.6], [-0.2, 0.1, 0.4], [0.0, -0.1, 0.0], [0.1, 0.2, 0.1], [0.2, 0.0, -0.2], [0.0, 0.0, 0.0], [0.0, 0.0, 0.0], [0.0, 0.0, 0.0], [0.0, 0.0, 0.0], [0.0, 0.0, 0.0], [0.0, 0.0, 0.0], [0.0, 0.0, -0.1], [0.0, 0.0, 0.0], [0.1, 0.0, 0.0], [0.0, -0.1, 0.0], [0.0, 0.1, 0.0], [0.0, 0.0, 0.1], [-0.1, -0.1, 0.0], [0.0, 0.0, 0.0], [0.0, 0.0, 0.0], [0.0, 0.0, 0.0], [0.0, 0.0, 0.0], [-0.2, -0.1, 0.2], [0.0, 0.0, 0.1], [-0.1, 0.0, 0.0], [-0.1, -0.1, -0.1], [0.0, 0.0, 0.0], [0.0, 0.0, 0.0], [0.0, 0.0, 0.0], [0.0, 0.0, 0.0], [0.0, 0.0, 0.0], [0.0, 0.0, 0.0], [0.0, 0.0, 0.0], [0.0, 0.0, 0.0], [0.0, 0.0, 0.0], [0.0, 0.0, 0.0], [0.0, 0.0, 0.0], [0.0, 0.0, 0.0], [0.0, 0.0, 0.0], [0.0, 0.0, 0.0], [0.0, 0.0, 0.0], [0.0, 0.0, 0.0], [0.0, 0.0, 0.0], [0.0, 0.0, 0.0], [0.0, 0.0, 0.0], [0.0, 0.0, 0.0], [0.0, 0.0, 0.0], [0.0, 0.0, 0.0], [0.0, 0.0, 0.0], [0.0, 0.0, 0.0]], "nbo_charge": [-0.254, -0.554, -0.068, -0.427, -0.408, -0.396, -0.394, -0.386, -0.791, 1.192, -0.887, 1.011, -0.883, 0.849, 1.045, -1.303, -0.895, 0.177, 0.175, 0.179, 0.191, 0.173, 0.205, 0.204, 0.206, 0.203, 0.205, 0.196, 0.209, 0.187, 0.204, 0.211, 0.230, 0.241, -0.098, -0.056, -0.077, 0.378, -0.490, 0.476, -0.222, -0.233, 0.475, -0.484, -0.219, -0.236, 0.232, 0.234, 0.233, 0.234, -0.498, 0.481, -0.222, -0.230, 0.474, -0.482, -0.216, -0.238, 0.233, 0.235, 0.233, 0.233]}